{"formula": "C10H22O4PS", "method": "ωB97M-V with the def2-TZVPD basis set", "elements": ["C", "O", "C", "C", "C", "C", "C", "C", "C", "P", "S", "C", "O", "O", "H", "H", "H", "H", "H", "H", "H", "H", "H", "H", "H", "H", "H", "H", "H", "H", "H", "H", "H", "C", "O", "H", "H", "H"], "positions_angstrom": [[1.859998, 1.661425, 2.441966], [2.269972, 1.244069, 1.092921], [2.191775, -0.206287, 0.897256], [1.608795, -0.713503, -0.536659], [0.956846, 0.423255, -1.506427], [-0.705445, 0.354454, -1.578551], [-1.413574, 1.652793, -0.868941], [-1.763812, 1.456606, 0.727047], [-2.865692, 0.249959, 1.006527], [-1.958409, -1.041719, 2.116854], [-1.698999, -0.324459, 4.164137], [-2.781874, -2.790763, 2.067042], [-4.032706, -2.956513, 1.606506], [-1.988380, -3.976450, 2.527916], [1.772185, 2.849765, 2.431435], [0.830326, 1.226646, 2.790162], [2.676171, 1.383646, 3.241125], [1.597881, -0.696738, 1.805758], [3.306418, -0.624735, 0.989780], [0.769828, -1.545895, -0.367964], [2.468453, -1.274108, -1.135211], [1.258240, 1.529527, -1.284238], [1.357090, 0.195777, -2.608839], [-1.130518, -0.639291, -1.116302], [-0.971469, 0.421702, -2.738992], [-2.423738, 1.906509, -1.418205], [-0.725603, 2.614964, -0.951920], [-2.133634, 2.503403, 1.161846], [-0.779548, 1.196865, 1.310342], [-3.804174, 0.732168, 1.513538], [-3.108824, -0.273243, -0.020502], [-0.622642, -1.208449, 1.537966], [-1.851405, 1.068996, 4.037215], [2.375047, -1.276960, -4.629470], [2.642955, -1.169905, -3.336661], [2.974691, -1.996905, -5.211940], [1.354128, -1.587162, -4.910152], [2.489647, -0.369442, -5.246363]], "forces_ev_per_a": [[0.46, 0.91, 0.16], [-1.36, -0.66, 1.63], [0.91, -1.49, 0.67], [-0.06, -0.26, -0.55], [-0.57, -0.19, -0.94], [0.43, 1.07, -0.47], [-0.36, 0.15, 0.30], [0.49, 0.43, -0.06], [0.68, 1.08, -0.47], [-0.57, 0.33, -0.80], [-0.30, 0.53, -1.02], [-2.69, -8.52, 0.36], [6.55, 2.46, 2.19], [-3.32, 7.68, -2.23], [0.19, -2.59, -0.10], [1.82, 0.58, -0.76], [-1.52, 0.37, -1.45], [1.04, 1.05, -1.76], [-2.34, 0.86, -0.10], [1.75, 1.72, -0.14], [-1.91, 1.44, 1.01], [-0.44, -2.11, 0.06], [-0.48, -0.03, 2.46], [0.81, 1.80, -1.04], [0.34, -0.40, 2.61], [1.83, -0.47, 1.09], [-1.35, -2.10, 0.09], [0.60, -2.39, -0.85], [-1.64, 0.61, -1.22], [1.70, -1.49, -0.90], [0.28, 0.83, 2.27], [-1.12, 0.26, 0.51], [0.11, -1.47, -0.44], [-0.08, -0.15, -0.91], [0.16, 0.13, 0.93], [0.54, -0.53, -0.10], [-0.80, -0.25, 0.14], [0.19, 0.81, -0.15]], "lumo_energy_ev": 1.08, "charge": -1, "fmax_ev_per_a": 8.94, "energy_ha": -1434.4393, "spin_multiplicity": 1}

{"formula": "C10H23IO8P2", "method": "ωB97M-V with the def2-TZVPD basis set", "elements": ["C", "C", "C", "I", "O", "C", "O", "O", "P", "O", "H", "H", "H", "H", "H", "H", "H", "H", "C", "C", "O", "P", "O", "O", "C", "C", "O", "C", "C", "H", "H", "H", "H", "H", "H", "H", "H", "H", "H", "H", "H", "H", "H", "H"], "positions_angstrom": [[7.963500, 3.287322, -0.368817], [6.651207, 2.616687, -0.803686], [5.479738, 3.584728, -0.758901], [5.365766, 4.457909, 1.225217], [4.318940, 2.812468, -1.049999], [3.172346, 3.493940, -0.998074], [3.051963, 4.666592, -1.203629], [2.151509, 2.658994, -0.728555], [0.669167, 3.379142, -0.559889], [-0.131348, 2.583167, 0.375752], [7.902315, 4.351420, -0.594847], [8.145244, 3.133943, 0.690788], [8.813185, 2.868681, -0.906150], [6.748233, 2.237625, -1.824300], [6.415577, 1.747609, -0.189565], [5.617774, 4.389350, -1.475615], [0.109584, 3.383315, -1.846237], [0.780663, 4.678627, -0.063181], [-4.377137, -4.881054, 1.371984], [-2.947551, -4.433098, 1.616683], [-2.438243, -3.642054, 0.547689], [-2.994623, -2.125830, 0.348335], [-2.724146, -1.396176, 1.602870], [-1.895404, -1.550136, -0.686373], [-1.025438, -0.474565, -0.317719], [0.219058, -0.983095, 0.383139], [-4.009183, -2.422932, -0.887623], [-5.430528, -2.250957, -0.795307], [-5.875330, -1.146362, 0.143728], [-5.065867, -4.032216, 1.425015], [-4.693852, -5.601691, 2.126871], [-4.477483, -5.337038, 0.386684], [-2.874397, -3.882393, 2.558435], [-2.300023, -5.306437, 1.691214], [-1.547806, 0.252160, 0.299359], [-0.737226, 0.049370, -1.229946], [-0.011329, -1.743223, 1.128700], [0.743921, -0.160964, 0.870534], [0.898132, -1.445717, -0.336827], [-5.891850, -3.201474, -0.514099], [-5.783253, -2.032213, -1.803727], [-5.382622, -1.209746, 1.119056], [-6.950911, -1.208073, 0.308733], [-5.652274, -0.165604, -0.277719]], "forces_ev_per_a": [[-0.19, -0.34, -0.31], [0.20, 0.05, 0.05], [0.67, -0.72, -0.01], [-0.20, 0.00, -0.18], [-0.24, 0.16, 0.61], [0.21, -0.12, -0.62], [-0.05, 0.23, 0.02], [0.01, 0.80, -0.22], [-1.18, -1.02, 1.12], [-0.11, -0.22, -0.07], [0.26, 0.07, 0.13], [-0.03, 0.24, 0.07], [-0.02, 0.00, -0.06], [-0.15, 0.15, -0.09], [-0.01, 0.05, 0.10], [-0.27, 0.22, 0.15], [0.53, 0.31, -0.18], [0.61, 0.13, -0.52], [-0.10, 0.15, -0.03], [-0.08, -0.23, 0.25], [-0.64, 0.35, 0.02], [5.18, -1.19, -2.38], [-2.82, 0.17, 0.31], [-0.39, 0.01, -0.19], [0.30, 0.10, 0.43], [0.26, -0.15, -0.13], [-1.35, 1.03, 1.93], [-0.56, -0.18, -0.12], [0.15, 0.13, 0.02], [0.00, -0.03, 0.02], [0.05, 0.00, 0.02], [0.04, -0.03, 0.00], [0.03, 0.05, -0.04], [0.10, 0.07, -0.09], [-0.07, -0.10, 0.09], [-0.17, -0.19, -0.16], [-0.18, 0.12, 0.09], [-0.03, 0.03, -0.03], [0.00, 0.01, 0.00], [0.15, -0.03, 0.09], [0.18, -0.01, -0.05], [-0.09, -0.05, -0.04], [-0.01, -0.02, -0.05], [0.05, 0.01, 0.05]], "lumo_energy_ev": 0.22, "smiles": "CC[C@H](I)OC(=O)O[PH2]=O.CCOP(=O)(OCC)OCC", "fmax_ev_per_a": 5.82, "energy_ha": -1977.2474, "spin_multiplicity": 1}

{"formula": "C10H23Li3NO6", "method": "ωB97M-V with the def2-TZVPD basis set", "elements": ["Li", "Li", "Li", "O", "C", "C", "O", "H", "H", "H", "H", "O", "C", "C", "O", "H", "H", "H", "H", "C", "O", "C", "C", "N", "C", "C", "O", "C", "H", "H", "H", "H", "H", "H", "H", "H", "H", "H", "H", "H", "H", "H", "H"], "positions_angstrom": [[18.700753, -5.210203, -9.533375], [16.549528, -3.837750, -8.401388], [16.682030, -6.207679, -10.901052], [17.850517, -7.273033, -9.720741], [17.340667, -7.224643, -8.431839], [17.958677, -6.329016, -7.352942], [18.051044, -4.961868, -7.624143], [17.273610, -8.245393, -7.981965], [16.243216, -6.926892, -8.432233], [18.949027, -6.707122, -7.018286], [17.310312, -6.490485, -6.459879], [16.875685, -4.127344, -10.384170], [17.564124, -3.475314, -11.457466], [19.085178, -3.425456, -11.368474], [19.788587, -4.500581, -10.994102], [17.108448, -2.477684, -11.576507], [17.271859, -4.031325, -12.384074], [19.261907, -2.564989, -10.643154], [19.461894, -2.928710, -12.299211], [21.123703, -7.934704, -14.271383], [22.274155, -7.568183, -13.568185], [22.528820, -6.179392, -13.649235], [23.940226, -5.864045, -13.262712], [24.090341, -5.720945, -11.807555], [24.213874, -7.020203, -11.128612], [23.907308, -6.889287, -9.655028], [22.598109, -6.430481, -9.514163], [22.049445, -6.692968, -8.257802], [21.318873, -7.978068, -15.352952], [20.287342, -7.261198, -14.055788], [20.839185, -8.934608, -13.939168], [21.835353, -5.605564, -13.017445], [22.301656, -5.830414, -14.672909], [24.180908, -4.881292, -13.688856], [24.688545, -6.529098, -13.724880], [25.004478, -5.283389, -11.711009], [25.205372, -7.478179, -11.272446], [23.461491, -7.685586, -11.552645], [24.621879, -6.194965, -9.174119], [24.042033, -7.881265, -9.192601], [22.036141, -7.769786, -8.006080], [21.014064, -6.361718, -8.247868], [22.638831, -6.233724, -7.447296]], "forces_ev_per_a": [[0.08, 0.01, -0.33], [1.50, -0.99, -0.86], [1.16, 0.54, 1.02], [-0.36, 1.34, 0.08], [-1.05, -0.69, -0.26], [0.17, 0.58, 0.81], [-0.83, 0.09, -0.92], [0.23, 0.11, 0.03], [0.18, 0.16, -0.04], [-0.03, -0.17, -0.38], [0.01, -0.19, -0.10], [0.28, -0.58, 0.56], [-1.62, -1.16, -0.33], [0.73, 2.05, 0.92], [-0.81, -1.09, 0.13], [0.50, 0.20, -0.14], [0.25, 0.13, -0.04], [-0.12, -0.08, 0.09], [-0.31, -0.27, -0.36], [-0.29, -0.32, 0.11], [0.28, -0.10, 0.10], [-0.72, 0.30, -0.51], [0.33, 0.84, 0.18], [1.13, -0.49, -0.45], [-0.53, 0.18, -0.16], [0.33, 0.01, 0.00], [-0.08, -0.22, -0.07], [0.04, -0.45, 0.60], [-0.09, 0.18, 0.01], [0.03, 0.03, -0.08], [0.02, 0.02, -0.02], [0.09, -0.21, 0.26], [0.36, -0.17, -0.05], [-0.19, 0.00, 0.09], [-0.31, -0.37, 0.08], [-0.23, 0.29, 0.35], [-0.04, -0.03, 0.02], [0.07, -0.05, -0.02], [-0.09, -0.06, 0.04], [-0.06, 0.07, 0.08], [0.04, 0.03, -0.34], [0.12, 0.26, 0.00], [-0.20, 0.29, -0.11]], "lumo_energy_ev": 2.04, "charge": -1, "fmax_ev_per_a": 2.37, "energy_ha": -923.6799, "spin_multiplicity": 1, "relative_energy_kj_mol": 0.0}